1.
Formula: C18H13BrFeN2O2
Source: the Open Molecules 2025 dataset
Level of theory: ωB97M-V with the def2-TZVPD basis set

The calculation puts the lowest unoccupied orbital energy (spin up / spin down) at -4.4 / -4.1 eV. The orbital gap (spin up / spin down) is 7.5 / 7.9 eV. Its total charge is +1. Its multiplicity is 2. The value obtained for the largest force on an atom is 0.44 eV Å⁻¹. For the molar mass, the calculation gives 425.1 g mol⁻¹. As for the HOMO energy (spin up / spin down): -0.4374 / -0.4403 hartree. Its energy above the lowest of the compared OMol25 structures with the same formula, charge and spin is 0.000 eV.

Geometry (Å):
Fe 0.9377 -0.3328 0.7999
N -0.0452 1.2827 1.4288
C 0.1781 2.4808 0.6201
C 0.3879 3.6870 1.2653
C 0.6141 4.8354 0.5251
C 0.6292 4.7571 -0.8594
C 0.4155 3.5433 -1.4906
C 0.1789 2.3725 -0.7691
C -0.0366 1.0839 -1.4833
C -0.6463 1.0917 -2.7399
C -0.7697 -0.0664 -3.4882
C -0.2760 -1.2714 -3.0026
C 0.2823 -1.3105 -1.7364
C 0.3959 -0.1460 -0.9832
H 0.2513 1.4838 2.3841
H -1.0419 1.0711 1.4827
H 0.3724 3.7326 2.3484
H 0.7842 5.7774 1.0271
H 0.8204 5.6413 -1.4513
H 0.4659 3.4955 -2.5695
H -1.0397 2.0198 -3.1326
H -1.2499 -0.0279 -4.4565
H -0.3462 -2.1736 -3.5947
H 0.6427 -2.2532 -1.3421
Br -2.5904 -0.7960 0.7117
C -1.4144 -2.1488 1.2818
C -1.9429 -3.3691 1.6664
C -1.0780 -4.3792 2.0514
C 0.2897 -4.1540 2.0228
C 0.7367 -2.9173 1.6227
N -0.1003 -1.9140 1.2791
C 2.2054 -2.5901 1.4754
O 3.0461 -3.3760 1.8026
O 2.4085 -1.3736 1.0061
H -3.0132 -3.5109 1.6551
H -1.4721 -5.3388 2.3576
H 1.0201 -4.9061 2.2853

Force components x, y, z for each atom (eV/Å):
Fe 0.2 -0.1 0.1
N 0.0 0.1 0.0
C 0.0 -0.1 0.0
C 0.0 0.0 0.0
C 0.0 0.0 0.0
C 0.0 0.0 0.0
C 0.0 0.0 0.0
C -0.1 0.0 0.0
C 0.2 0.2 0.1
C 0.0 0.0 0.0
C 0.0 0.0 0.0
C -0.1 0.1 0.0
C 0.1 -0.1 0.1
C -0.2 -0.1 -0.1
H -0.1 0.0 0.0
H 0.0 0.0 -0.1
H 0.0 0.0 0.0
H 0.0 0.0 0.0
H 0.0 0.0 0.0
H 0.0 0.0 0.0
H 0.0 0.0 0.0
H 0.0 0.0 0.0
H 0.0 0.0 0.0
H 0.0 0.0 0.0
Br -0.1 0.0 0.0
C 0.1 0.0 0.0
C 0.0 0.0 0.0
C 0.0 0.0 0.0
C 0.1 0.0 0.0
C -0.1 0.0 -0.1
N -0.1 0.1 0.0
C 0.1 -0.1 0.4
O 0.0 0.0 -0.1
O -0.1 0.2 -0.3
H 0.0 0.0 0.0
H 0.0 0.0 0.0
H 0.0 0.0 0.0



2.
Formula: C31H97N17O16
Source: the Open Molecules 2025 dataset
Level of theory: ωB97M-V with the def2-TZVPD basis set

The calculation puts the lowest unoccupied orbital energy at -0.4 eV. The orbital gap is 8.5 eV. The value obtained for the largest force on an atom is 4.20 eV Å⁻¹. For the molar mass, the calculation gives 964.2 g mol⁻¹. As for the HOMO energy: -0.3260 hartree.

Geometry (Å):
C -11.1798 21.1538 -19.2321
C -10.5470 19.7786 -19.2932
C -11.2917 18.7978 -18.4128
O -10.5413 17.6316 -18.2236
C -11.0075 16.8966 -17.1498
N -10.5939 19.2647 -20.6911
H -12.1041 21.1500 -19.8185
H -10.5610 21.9354 -19.6659
H -11.4667 21.4003 -18.2026
H -9.4930 19.7807 -19.0118
H -12.3029 18.6363 -18.8121
H -11.3891 19.2623 -17.4108
H -10.6468 17.1946 -16.1542
H -10.5934 15.8806 -17.2580
H -12.0851 16.6859 -17.1794
H -11.5429 19.4104 -21.0512
H -10.0669 19.9000 -21.2990
C -17.3017 10.5256 -10.2503
C -18.2454 11.3256 -9.3605
C -19.0295 12.3847 -10.0871
O -18.0994 13.2365 -10.7638
C -18.7489 14.3209 -11.4512
N -19.1934 10.4139 -8.6488
H -17.8206 10.2046 -11.1567
H -16.9408 9.6515 -9.7094
H -16.4430 11.1303 -10.5382
H -17.6181 11.7988 -8.5827
H -19.7057 12.9575 -9.4551
H -19.5747 11.8490 -10.8784
H -18.3246 14.3676 -12.4509
H -18.5398 15.2998 -11.0073
H -19.8209 14.1518 -11.4310
H -19.4380 10.8013 -7.7402
H -18.6811 9.5647 -8.4235
C -14.7199 14.6193 -12.1072
C -14.6181 15.3532 -13.4460
C -13.9621 14.5364 -14.5314
O -12.7077 13.9499 -14.0407
C -12.0306 13.2112 -15.0112
N -15.9777 15.6270 -14.0136
H -13.7537 14.6262 -11.5637
H -15.0226 13.5739 -12.1908
H -15.4144 15.0918 -11.4090
H -14.0929 16.3036 -13.2895
H -13.7301 15.1514 -15.4035
H -14.5772 13.6462 -14.7186
H -11.2849 13.7902 -15.5657
H -12.7084 12.6893 -15.6966
H -11.4471 12.4098 -14.5401
H -16.4983 14.7744 -14.2222
H -16.5906 16.1557 -13.3901
C -16.2108 18.7905 -10.3302
C -17.1635 19.8164 -9.7469
O -16.6422 21.1379 -9.8358
H -15.3317 18.5968 -9.7229
H -15.9004 19.1134 -11.3316
H -16.7238 17.8373 -10.5001
H -17.2933 19.6101 -8.6829
H -18.1583 19.7401 -10.1989
H -16.6075 21.4120 -10.7566
C -9.8279 15.2151 -9.4522
C -10.3610 13.9824 -10.1474
O -11.5928 13.4866 -9.4897
H -9.3983 15.0126 -8.4778
H -10.5222 16.0584 -9.4653
H -9.0252 15.6018 -10.1033
H -9.5963 13.1994 -10.1266
H -10.6008 14.1732 -11.1971
H -11.3928 12.6964 -8.9745
C -10.0755 8.4803 -14.5856
C -9.0519 7.8344 -13.6849
O -8.9852 6.4463 -13.9697
H -11.0916 8.1153 -14.4695
H -9.7563 8.4090 -15.6293
H -10.1420 9.5461 -14.3536
H -9.2957 8.0162 -12.6253
H -8.0879 8.3500 -13.8281
H -8.5116 5.9969 -13.2635
C -13.3587 8.3683 -16.4396
C -14.1856 8.2251 -15.1476
O -14.2018 9.4092 -14.3582
H -13.5841 7.5007 -17.0736
H -12.2774 8.3210 -16.3045
H -13.6620 9.2855 -16.9377
H -13.8471 7.3660 -14.5528
H -15.2089 7.9936 -15.4588
H -13.3060 9.5361 -13.9333
C -14.0660 19.8469 -15.4561
C -15.2193 18.9280 -15.1412
O -15.0198 17.6408 -15.7989
H -13.1849 19.8232 -14.8145
H -14.4166 20.8926 -15.4458
H -13.6935 19.7198 -16.4768
H -16.2240 19.2746 -15.4277
H -15.2970 18.7832 -14.0433
H -15.3229 16.8764 -15.2265
C -7.3160 11.0149 -15.8643
C -7.6314 12.0554 -14.8161
O -8.2830 13.1788 -15.4453
H -8.1964 10.5260 -16.2706
H -6.7176 10.2455 -15.3602
H -6.7384 11.4465 -16.6802
H -6.7903 12.4366 -14.2292
H -8.3140 11.6038 -14.0730
H -8.5163 13.8269 -14.7421
C -12.1011 10.6858 -11.8781
O -12.0057 10.0169 -12.9111
N -12.4068 12.0236 -11.8611
N -11.9091 10.0624 -10.6605
H -12.3836 12.5159 -12.7595
H -12.3412 12.5935 -11.0207
H -11.9107 10.4887 -9.7664
H -11.6595 9.0924 -10.7420
C -15.7580 16.1456 -19.1778
O -16.1117 15.7578 -20.2643
N -16.2023 15.5756 -17.9894
N -14.8423 17.1680 -18.9705
H -16.7733 14.7638 -18.0298
H -15.7856 15.9156 -17.1446
H -14.5721 17.7533 -19.7337
H -14.4706 17.4001 -18.0671
C -19.1293 17.7641 -12.8597
O -18.7886 16.6922 -13.3585
N -18.3145 18.9201 -12.9900
N -20.3633 17.9348 -12.2196
H -18.5840 19.8377 -12.7292
H -17.5556 18.7030 -13.6147
H -20.6064 18.8533 -11.9371
H -20.9839 17.1539 -12.2054
C -17.0826 15.7164 -8.0628
O -18.3118 15.8464 -7.7518
N -16.6075 14.6782 -8.8926
N -16.1046 16.7054 -7.7529
H -17.2428 14.1530 -9.5008
H -15.6409 14.5984 -9.1109
H -16.5142 17.5769 -7.4837
H -15.1299 16.5478 -7.8668
C -9.5835 16.0728 -12.9982
O -9.1563 15.0569 -13.5989
N -10.9536 16.4105 -13.0135
N -8.7197 16.9293 -12.2902
H -11.2654 17.0189 -12.2881
H -11.5528 15.8415 -13.5949
H -9.0938 17.7222 -11.8160
H -7.8755 16.5144 -11.9455
C -8.7134 14.1705 -18.8288
O -9.0886 14.4191 -19.9884
N -7.8788 15.0163 -18.0669
N -9.1970 13.0374 -18.1349
H -7.5746 15.8695 -18.4713
H -8.0182 14.7505 -17.1055
H -8.8803 12.8728 -17.1746
H -9.5589 12.3023 -18.7002
C -17.3389 12.7355 -14.4410
O -18.1843 13.6466 -14.5486
N -17.0504 12.1279 -13.2291
N -16.7235 12.1909 -15.5825
H -17.4475 12.5634 -12.3858
H -16.3538 11.4006 -13.1895
H -15.9728 11.5325 -15.5409
H -16.9162 12.5925 -16.4761

Force components x, y, z for each atom (eV/Å):
C -0.5 0.1 0.5
C -0.2 -0.5 -1.5
C 0.6 0.9 1.0
O -0.1 0.3 -0.5
C 0.2 -2.4 0.3
N 0.0 0.6 -0.3
H 0.0 -0.1 0.1
H 0.2 0.0 0.1
H 0.2 0.3 -0.1
H -0.1 0.1 0.2
H 0.0 -0.3 0.0
H -0.3 0.1 -0.3
H -0.3 0.7 -0.1
H 0.1 0.2 -0.1
H -0.1 0.6 0.2
H 0.1 -0.4 0.3
H 0.2 -0.3 0.3
C -0.5 0.2 -0.2
C 0.4 -0.4 1.9
C 0.3 -0.7 -1.2
O -0.2 0.5 0.4
C 0.4 0.3 0.0
N 0.4 0.1 -0.3
H 0.1 -0.1 0.0
H 0.1 0.0 0.0
H 0.0 0.0 0.0
H -0.1 0.2 -0.4
H 0.0 0.0 0.2
H -0.4 0.2 0.3
H -0.5 0.0 -0.2
H 0.0 -0.2 0.5
H -0.1 0.1 -0.4
H -0.1 0.1 -0.3
H -0.2 0.0 -0.1
C 1.0 0.0 0.8
C -1.7 -0.4 0.4
C 1.5 -1.2 0.8
O -0.7 1.2 0.4
C 0.8 -1.0 -0.8
N 0.8 0.6 0.1
H -0.2 -0.1 -0.4
H 0.0 0.1 -0.3
H -0.2 0.3 -0.3
H -0.1 0.0 -0.2
H -0.3 -0.2 -0.2
H -0.3 0.5 -0.6
H -0.3 0.2 -0.1
H -0.1 0.3 0.0
H -0.1 0.1 0.2
H 0.2 0.3 0.0
H 0.2 -0.1 -0.1
C -0.4 -0.3 -0.9
C 0.3 -0.2 0.3
O -0.1 0.1 0.2
H 0.0 0.2 0.1
H 0.1 0.0 0.1
H 0.0 0.0 0.2
H -0.1 0.2 0.0
H 0.1 0.0 -0.1
H 0.0 -0.1 0.0
C 0.5 0.5 -1.2
C -0.6 -0.5 0.8
O 0.7 0.3 -0.5
H -0.2 0.1 0.2
H -0.3 -0.3 0.5
H 0.1 -0.3 0.4
H -0.2 0.0 -0.1
H -0.1 0.0 0.2
H 0.2 0.3 0.0
C 0.2 0.6 -0.3
C -0.1 0.4 0.4
O 0.1 0.0 0.0
H 0.1 -0.4 0.1
H -0.1 -0.2 0.0
H 0.1 0.0 0.0
H -0.2 -0.2 -0.2
H 0.0 -0.3 -0.2
H 0.0 0.1 -0.1
C -0.3 -0.7 0.3
C 0.4 0.0 -0.4
O 0.6 0.0 0.1
H -0.1 0.3 -0.1
H -0.1 0.4 0.2
H 0.1 0.0 -0.2
H 0.1 0.1 0.0
H 0.0 0.3 0.3
H -1.0 -0.1 -0.4
C -0.2 1.4 -0.8
C -0.2 -1.8 0.4
O 0.2 0.2 0.7
H -0.2 -0.5 0.3
H 0.1 -0.2 0.2
H -0.2 -0.3 0.0
H 0.5 0.4 -0.3
H 0.2 -0.1 -0.3
H -0.3 0.8 -0.2
C 0.8 0.0 0.5
C -1.1 0.4 0.2
O 0.1 0.0 0.9
H -0.2 0.1 0.0
H 0.0 0.0 -0.3
H 0.1 0.0 0.0
H 0.4 -0.3 -0.4
H 0.0 0.1 -0.2
H 0.0 -0.4 -0.5
C -0.1 0.6 0.4
O 0.1 0.5 0.4
N 0.3 -0.7 -0.5
N 0.0 -0.2 -1.1
H -0.3 -0.3 0.6
H 0.0 -0.3 -0.2
H -0.1 0.4 0.4
H 0.0 0.0 0.2
C 0.5 -0.1 1.2
O -0.3 0.1 -0.5
N 0.8 1.0 -0.8
N -0.3 -0.3 -0.1
H -0.2 -0.3 0.0
H -0.3 -0.2 0.4
H 0.0 -0.2 -0.3
H -0.3 0.0 0.2
C -0.7 0.4 -0.5
O -0.1 1.2 0.9
N -0.8 -2.8 0.2
N 2.5 -0.1 -0.8
H -0.1 0.5 -0.1
H 0.1 0.6 0.0
H -0.6 0.3 0.3
H -0.3 -0.1 0.1
C -1.6 0.4 -0.9
O 4.1 -0.3 -1.0
N -1.1 1.1 1.5
N -2.4 -1.8 0.0
H 0.1 0.1 0.5
H 0.5 0.2 -0.1
H 0.4 0.2 0.4
H 0.3 0.2 -0.1
C -0.2 -1.0 -0.6
O -0.8 2.1 1.3
N 3.0 -0.3 -0.1
N -1.4 -1.2 -1.2
H -0.6 0.2 0.0
H -0.2 -0.1 0.3
H -0.1 0.3 0.3
H 0.2 0.0 -0.1
C -1.1 0.4 -1.3
O 1.2 -0.6 1.9
N -1.7 -3.1 -0.6
N 1.1 1.8 0.2
H -0.1 0.6 0.2
H 0.9 1.0 0.4
H -0.2 -0.1 -0.7
H -0.2 -0.2 -0.2
C -1.1 -0.6 -0.8
O 1.5 -1.2 0.1
N -0.2 0.9 -1.2
N -0.4 0.5 1.5
H 0.5 -0.6 -0.4
H -0.1 0.0 0.2
H 0.2 -0.3 0.3
H -0.2 0.3 0.0



3.
Formula: C5H4S2
Source: the Open Molecules 2025 dataset
Level of theory: ωB97M-V with the def2-TZVPD basis set

The calculation puts the lowest unoccupied orbital energy at -0.2 eV. The orbital gap is 8.6 eV. The value obtained for the largest force on an atom is 1.23 eV Å⁻¹. For the molar mass, the calculation gives 128.2 g mol⁻¹. As for the HOMO energy: -0.3219 hartree. Its energy above the lowest of the compared OMol25 structures with the same formula, charge and spin is 1.985 eV.

Geometry (Å):
C -2.7936 0.2543 -0.5647
C -1.7227 0.2314 -0.0174
C -0.3355 0.2505 0.4891
C 0.8333 -0.7430 0.0494
C 1.8714 0.3837 -0.1606
S 3.4983 0.2551 -0.2697
S 0.7598 1.7262 -0.0412
H -3.7417 0.1362 -1.0608
H -0.2890 0.2766 1.5711
H 0.7295 -1.3708 -0.8609
H 1.1900 -1.4002 0.8656

Force components x, y, z for each atom (eV/Å):
C 0.0 -0.4 0.1
C 1.0 -0.1 -0.4
C 0.6 0.2 -0.4
C 0.4 0.5 0.0
C 0.4 -0.9 0.2
S -1.2 0.3 -0.1
S -0.4 -0.9 0.1
H 0.4 0.2 0.3
H -0.4 0.0 0.2
H -0.3 0.6 0.5
H -0.4 0.3 -0.4



4.
Formula: C5H10FN
Source: the Open Molecules 2025 dataset
Level of theory: ωB97M-V with the def2-TZVPD basis set

The calculation puts the lowest unoccupied orbital energy at 1.0 eV. The orbital gap is 10.2 eV. The value obtained for the largest force on an atom is 1.34 eV Å⁻¹. For the molar mass, the calculation gives 103.1 g mol⁻¹. As for the HOMO energy: -0.3389 hartree. Its energy above the lowest of the compared OMol25 structures with the same formula, charge and spin is 0.000 eV.

Geometry (Å):
C -0.1081 2.4650 0.2235
C -0.2857 0.9642 -0.0646
C -0.0350 0.0149 1.1113
C 0.1678 -1.3021 0.4095
F -1.1102 -1.8786 0.2556
C 0.7304 -0.9449 -0.9776
N 0.6508 0.5264 -1.1168
H -0.3712 3.0858 -0.6633
H -0.7873 2.8862 1.0287
H 0.9243 2.6665 0.6064
H -1.3173 0.8626 -0.4172
H -0.8684 -0.0177 1.8428
H 0.8580 0.3674 1.6320
H 0.7661 -2.0550 1.0087
H 1.7497 -1.2911 -1.0738
H 0.1369 -1.4522 -1.7328
H 1.5286 0.9867 -0.9272

Force components x, y, z for each atom (eV/Å):
C -0.3 0.7 0.8
C -0.3 1.2 0.0
C -0.5 0.7 0.3
C 0.2 -1.0 0.8
F 0.2 -0.1 -0.1
C 0.2 0.4 0.4
N -0.8 -0.3 0.3
H 0.6 -0.5 0.4
H 0.6 -0.9 -0.7
H -0.6 0.0 -0.6
H 0.1 -0.4 -0.1
H 0.5 -0.1 -0.4
H 0.2 -0.2 0.0
H -0.5 0.8 -0.8
H 0.3 0.0 -0.1
H -0.2 0.0 -0.1
H 0.3 -0.2 0.0



Question: Among the records above, which one has the lowest molar mass?
Answer: C5H10FN



Question: The lowest molar mass belongs to which entry?
Answer: C5H10FN



Question: The lowest molar mass belongs to which entry?
Answer: C5H10FN